DFT (ωB97M-V with the def2-TZVPD basis set) results for a structure of composition C24H37ClInN2O3.

Largest force on an atom: 0.073 hartree/bohr
Gap between HOMO and LUMO (alpha / beta): 2.91 / 3.74 eV
Molecular weight: 551.84 g mol⁻¹
ΔE to the lowest compared entry with this formula, charge and spin: 0.0 kJ/mol

```
! wB97M-V def2-TZVPD RIJCOSX def2/J DEFGRID3
* xyz -1 1
In 0.11645 0.15874 -0.26951
Cl 1.75296 0.86161 -1.70816
N 0.11245 -1.98849 -0.85509
N -0.87590 1.90526 0.67888
C 0.29368 -2.30890 -2.11616
C -1.36723 2.93343 0.03225
C 0.62174 -3.10151 0.00167
C 1.44312 -3.90502 -1.00953
C -0.56439 -3.84923 0.58882
C 1.48086 -2.57292 1.12818
H -1.37558 -3.88666 -0.14330
H -0.91240 -3.32565 1.48703
H -0.24508 -4.85960 0.86581
H 2.41392 -2.18267 0.71550
H 1.70990 -3.38173 1.84051
H 0.98411 -1.77293 1.69033
C -0.56360 2.33479 2.07526
C -1.33133 3.63625 2.19173
C 0.89788 2.63888 2.15944
C -0.90748 1.22177 3.06115
H -1.94836 0.92800 2.91097
H -0.74743 1.57327 4.08803
H -0.25492 0.35872 2.88924
H 1.19024 3.40212 1.42889
H 1.38840 1.65362 1.91311
H 1.17324 3.00764 3.15416
O -1.60460 4.01248 0.76649
H -0.76905 4.46894 2.64107
H -2.28210 3.49050 2.71448
O 0.97703 -3.42309 -2.33357
H 1.31025 -4.99030 -0.94190
H 2.51739 -3.66402 -0.96058
C -0.15614 -1.48124 -3.28829
C -1.65246 2.96074 -1.44387
C -2.04628 1.59547 -1.98246
H -0.74003 3.31010 -1.95837
H -2.43426 3.70958 -1.61434
C -1.07759 0.76080 -2.55238
C -1.31088 -0.57531 -2.90338
H -0.06815 1.17500 -2.72183
C -2.63241 -1.03373 -2.86510
C -3.60310 -0.15244 -2.42358
C -2.96217 -2.44657 -3.26103
C -3.36230 1.12132 -1.94488
H -4.65091 -0.50465 -2.43424
C -4.45494 1.97661 -1.36909
H -5.42016 1.49068 -1.55273
H -4.47956 2.97374 -1.82300
H -4.34448 2.10344 -0.28328
H -2.52574 -2.71974 -4.22896
H -4.05214 -2.54931 -3.33352
H -2.61032 -3.17637 -2.51661
H -0.42691 -2.16844 -4.10078
H 0.70277 -0.87694 -3.61683
C 3.00564 -0.00504 3.01597
C 3.18455 0.36690 1.56220
C 3.74050 1.70824 1.24765
C 4.13993 -0.59231 0.84874
O 1.82792 0.29022 1.16861
H 3.91829 0.11645 3.61968
H 2.68761 -1.04023 3.03449
H 2.20625 0.61774 3.44060
H 4.72098 1.82880 1.70658
H 3.81812 1.80465 0.17380
H 3.10721 2.48648 1.63495
H 4.12311 -1.59986 1.25955
H 3.99867 -0.57906 -0.22398
H 5.19525 -0.26902 1.04451
*
```

These are the natural (NBO) partial charges, in e, on atoms 1 to 6: 1.0034, -0.6894, -0.6161, -0.6162, 0.6505, 0.6360